Entry 1:
{"formula": "C59H52AsLuN2P", "method": "the ωB97M-V functional and the def2-TZVPD basis", "species": ["Lu", "C", "C", "C", "C", "C", "C", "C", "C", "C", "H", "H", "H", "H", "H", "H", "H", "H", "H", "H", "H", "H", "C", "C", "C", "C", "C", "C", "P", "C", "C", "C", "C", "C", "C", "C", "C", "C", "C", "C", "C", "C", "C", "C", "C", "H", "H", "H", "H", "H", "H", "H", "H", "H", "H", "H", "H", "H", "H", "H", "H", "N", "C", "C", "C", "N", "H", "H", "H", "H", "C", "C", "C", "C", "C", "C", "C", "H", "H", "H", "H", "H", "C", "C", "C", "C", "C", "C", "As", "C", "C", "C", "C", "C", "C", "C", "C", "C", "C", "C", "C", "H", "H", "H", "H", "H", "H", "H", "H", "H", "H", "H", "H", "H", "H", "H"], "xyz": [[0.2449, 0.0252, -0.0247], [-0.4770, -4.8382, -2.8236], [-0.8527, -3.4147, -2.5771], [0.0191, -2.4051, -2.9132], [-0.3199, -1.0422, -2.7570], [0.5827, 0.0395, -3.2939], [-1.5789, -0.7431, -2.2515], [-2.4701, -1.7706, -1.8896], [-3.7862, -1.4527, -1.2549], [-2.0984, -3.0682, -2.0747], [-0.5494, -5.0895, -3.8831], [-1.0784, -5.5390, -2.2739], [0.5922, -5.0244, -2.5831], [0.9921, -2.6471, -3.3377], [1.6220, -0.1708, -3.0482], [0.2887, 1.0747, -2.9607], [0.5377, 0.0684, -4.3999], [-1.8565, 0.3155, -2.1294], [-4.3976, -0.7863, -1.8812], [-3.5610, -0.9734, -0.2943], [-4.3107, -2.3830, -1.0688], [-2.7907, -3.8294, -1.7740], [0.7255, -6.1909, 0.7467], [-0.0204, -5.0567, 0.9309], [0.5155, -3.8243, 0.6067], [1.8217, -3.7137, 0.1158], [2.6089, -4.8657, 0.0527], [2.0686, -6.1062, 0.3722], [2.4331, -2.0597, -0.4025], [3.5639, -2.2724, -1.8328], [4.1923, -1.0942, -2.2233], [4.8884, -1.0066, -3.4057], [4.9090, -2.1068, -4.2787], [4.2856, -3.2869, -3.8883], [3.6207, -3.3610, -2.6963], [3.5736, -1.6203, 0.9433], [4.9035, -1.9511, 1.0132], [5.6139, -1.8013, 2.2224], [4.9828, -1.3868, 3.3201], [3.6086, -1.0548, 3.3186], [2.9137, -0.7840, 4.5135], [1.5795, -0.5403, 4.4814], [0.8951, -0.4478, 3.2227], [1.4987, -0.7400, 2.0158], [2.8630, -1.1142, 2.0860], [0.2585, -7.1339, 0.9516], [-1.0570, -5.1242, 1.2219], [-0.0806, -2.9082, 0.7233], [3.6527, -4.7943, -0.2506], [2.6763, -6.9804, 0.2642], [4.1569, -0.2203, -1.5942], [5.3730, -0.0475, -3.6961], [5.3859, -2.0290, -5.2658], [4.3645, -4.1590, -4.5186], [3.1586, -4.2752, -2.4151], [5.4348, -2.3836, 0.1594], [6.6479, -2.0920, 2.2857], [5.5079, -1.4205, 4.2700], [3.4102, -0.7646, 5.4670], [1.0535, -0.3276, 5.3843], [-0.1695, -0.1884, 3.2234], [2.4348, 2.1006, 1.6517], [3.2117, 3.1681, 1.5375], [2.8062, 3.8531, 0.4199], [1.7190, 3.1080, -0.0859], [1.5293, 2.0294, 0.6523], [2.4380, 1.3110, 2.3217], [4.0194, 3.3762, 2.2257], [3.1871, 4.8054, 0.1070], [0.9903, 3.3282, -0.8790], [-1.5401, -0.0104, 1.1375], [-2.4492, -0.7877, 1.9964], [-2.1713, -1.9764, 2.7294], [-3.1467, -2.6252, 3.4856], [-4.4751, -2.1494, 3.6143], [-4.7654, -0.9725, 2.9394], [-3.7892, -0.3557, 2.1976], [-1.1744, -2.4505, 2.7748], [-2.8275, -3.5321, 3.9718], [-5.1993, -2.7051, 4.2222], [-5.7055, -0.4146, 2.9991], [-4.0118, 0.6019, 1.7384], [-5.9656, 2.7596, -1.6458], [-5.9211, 3.0348, -0.2865], [-4.7290, 2.8139, 0.4599], [-3.5958, 2.2843, -0.1345], [-3.6606, 2.0993, -1.5193], [-4.7998, 2.3199, -2.2747], [-1.8122, 1.8116, 0.6169], [-1.7544, 3.1936, 2.0045], [-1.0113, 3.0984, 3.1939], [-0.8288, 4.2177, 3.9911], [-1.4058, 5.4408, 3.6724], [-2.1415, 5.5394, 2.5013], [-2.3093, 4.4429, 1.6733], [-1.2156, 4.3045, -1.6706], [-0.6798, 3.6424, -2.7841], [0.2787, 4.1906, -3.6816], [0.7899, 5.4630, -3.4251], [0.3207, 6.1533, -2.2940], [-0.6359, 5.5762, -1.4558], [-6.8364, 2.9408, -2.2656], [-6.7455, 3.4890, 0.1881], [-4.7712, 3.0618, 1.5201], [-2.7422, 1.8830, -2.0569], [-4.7756, 2.2231, -3.3442], [-0.4845, 2.1732, 3.4727], [-0.2891, 4.0487, 4.9082], [-1.2161, 6.2826, 4.3300], [-2.6009, 6.4996, 2.2261], [-2.8499, 4.5789, 0.7407], [-1.0924, 2.6770, -3.0659], [0.6092, 3.6571, -4.5573], [1.5133, 5.9073, -4.0955], [0.6366, 7.1749, -2.0848], [-0.9291, 6.2035, -0.5648]], "mulliken_charge": [0.393, -1.504, 0.547, -0.568, -0.257, -0.375, 1.345, 0.305, -1.332, -0.819, 0.377, 0.358, 0.191, 0.523, -0.128, -0.307, 0.566, -0.240, 0.318, 0.254, 0.407, 0.336, -0.727, -0.675, 0.205, -0.208, -0.257, -0.895, 1.513, 0.569, -0.902, -0.608, -0.563, -0.698, -0.835, 0.339, -0.341, -0.900, -0.846, 1.152, -1.110, -1.485, -0.207, 0.160, -0.062, 0.415, 0.545, 0.366, 0.554, 0.443, 0.505, 0.342, 0.339, 0.436, 0.265, 0.409, 0.398, 0.373, 0.373, 0.507, 0.480, 0.056, -0.346, -1.206, -0.474, 0.420, -0.055, 0.508, 0.441, 0.292, 0.403, 0.931, 0.117, -0.946, -0.810, -0.551, -0.349, 0.395, 0.410, 0.327, 0.412, -0.099, -0.640, -0.807, 0.052, 0.489, -0.467, -0.593, 1.826, 0.455, -0.156, -0.640, -0.574, -0.806, -1.034, 0.248, -0.721, -0.764, -0.459, -0.672, -0.032, 0.357, 0.480, 0.425, -0.531, 0.456, 0.171, 0.432, 0.352, 0.358, 0.432, 0.590, 0.379, 0.363, 0.350, 0.045], "orbital_gap_ha": 0.183, "charge": -1, "lumo_ev": 2.1, "de_lowest_kcal_mol": 0.0, "homo_ev": -2.905}

---

Entry 2:
{"formula": "C5H8S", "method": "the ωB97M-V functional and the def2-TZVPD basis", "species": ["C", "C", "C", "C", "C", "H", "H", "H", "H", "H", "H", "H", "H", "S"], "xyz": [[0.6991, -0.2598, 0.4830], [-0.3236, -1.1562, -0.2542], [-1.5686, -1.3857, 0.1534], [0.5161, 1.2264, 0.4627], [-0.3067, 1.8315, -0.3659], [2.2755, -0.2730, -1.2993], [0.7013, -0.5849, 1.5209], [0.0625, -1.5477, -1.2119], [-1.9165, -1.1730, 1.2031], [-2.2922, -1.9646, -0.3618], [1.0551, 1.7525, 1.2174], [-0.5253, 2.8986, -0.3175], [-0.7370, 1.2810, -1.2050], [2.3604, -0.6453, -0.0248]], "nbo_charge": [-0.429, -0.180, -0.380, -0.181, -0.393, 0.113, 0.238, 0.205, 0.194, 0.203, 0.209, 0.204, 0.199, -0.002], "orbital_gap_ha": 0.366, "charge": 0, "lumo_ev": 1.0, "de_lowest_kcal_mol": 34.5, "homo_ev": -8.965}

---

Entry 3:
{"formula": "C27H24IrN6", "method": "the ωB97M-V functional and the def2-TZVPD basis", "species": ["Ir", "C", "C", "C", "C", "N", "C", "N", "C", "N", "C", "N", "C", "C", "C", "C", "C", "N", "C", "C", "C", "C", "C", "C", "H", "H", "H", "H", "H", "H", "H", "H", "H", "H", "H", "H", "C", "N", "C", "C", "C", "C", "C", "C", "C", "C", "H", "H", "H", "H", "H", "H", "H", "H", "H", "H", "H", "H"], "xyz": [[-0.0002, -0.4822, -0.7339], [-4.1597, -1.7882, -0.7770], [-4.9305, -0.6193, -0.7090], [-4.2812, 0.5789, -0.7303], [-2.8610, 0.6538, -0.7650], [-2.1135, -0.5109, -0.8104], [-2.7968, -1.6791, -0.8428], [-2.3715, 1.8857, -0.7576], [-1.1247, 2.3049, -0.7645], [0.0003, 1.4942, -0.8460], [1.1251, 2.3048, -0.7635], [2.3721, 1.8853, -0.7567], [2.8610, 0.6536, -0.7644], [4.2813, 0.5781, -0.7306], [4.9300, -0.6202, -0.7108], [4.1587, -1.7889, -0.7795], [2.7958, -1.6793, -0.8448], [2.1129, -0.5109, -0.8105], [0.7056, 3.6681, -0.6658], [1.4245, 4.8608, -0.5694], [0.7035, 6.0318, -0.4846], [-0.7027, 6.0319, -0.4855], [-1.4239, 4.8610, -0.5713], [-0.7051, 3.6683, -0.6668], [-4.6093, -2.7699, -0.7861], [-6.0091, -0.6712, -0.6479], [-4.8028, 1.5237, -0.7160], [-2.2086, -2.5781, -0.9226], [4.8032, 1.5227, -0.7157], [6.0086, -0.6727, -0.6504], [4.6079, -2.7707, -0.7897], [2.2073, -2.5780, -0.9257], [2.5060, 4.8539, -0.5583], [1.2284, 6.9757, -0.4160], [-1.2275, 6.9759, -0.4175], [-2.5054, 4.8543, -0.5616], [-1.2052, 0.1772, 2.1966], [-0.0011, -0.5203, 1.7255], [1.1994, 0.1825, 2.1979], [0.0018, -1.9433, 2.1437], [0.0011, -2.9165, 0.9916], [0.0013, -4.2864, 1.2291], [0.0018, -5.1808, 0.1685], [0.0024, -4.7248, -1.1495], [0.0027, -3.3645, -1.3939], [0.0013, -2.4449, -0.3241], [-1.2068, 0.2399, 3.2901], [-2.0982, -0.3540, 1.8706], [-1.2316, 1.1892, 1.7927], [1.2000, 0.2446, 3.2915], [1.2212, 1.1949, 1.7946], [2.0950, -0.3440, 1.8721], [-0.8740, -2.1338, 2.7683], [0.8807, -2.1312, 2.7645], [0.0010, -4.6562, 2.2483], [0.0020, -6.2455, 0.3633], [0.0030, -5.4249, -1.9748], [0.0034, -3.0052, -2.4181]], "lowdin_spin": [1.632, 0.085, 0.027, 0.063, 0.033, 0.098, 0.027, 0.197, 0.159, 0.275, 0.160, 0.198, 0.034, 0.064, 0.026, 0.086, 0.027, 0.099, 0.041, 0.021, 0.024, 0.025, 0.020, 0.041, 0.005, 0.000, 0.001, 0.002, 0.001, 0.000, 0.005, 0.002, 0.001, 0.001, 0.001, 0.001, 0.005, 0.185, 0.005, 0.017, 0.070, -0.010, 0.082, 0.002, 0.081, 0.051, 0.004, 0.000, 0.001, 0.004, 0.001, 0.000, 0.005, 0.005, -0.002, 0.004, -0.001, 0.010], "orbital_gap_ha": [0.212, 0.174], "charge": 1, "multiplicity": 5, "s_squared": 6.06, "lumo_ev": [-2.7, -6.1], "homo_ev": [-8.453, -10.841]}

---

no.,DFT total energy (eV)
1,-168752.19969
2,-16148.14082
3,-40160.00888